No. 1
Molecular formula: C17H37AuN4SSbSi3
Method: DFT, ωB97M-V/def2-TZVPD

Properties
Molar mass ... 732.563 g/mol
LUMO ... -0.3756 Ha
Total charge ... +3
Electronic energy ... -2530.77184 Ha
HOMO ... -17.070 eV
Largest force on an atom ... 0.73 eV/Å

Element x y z (Å)
Au (-0.3032, -1.4579, -0.3179)
C (1.2844, -5.5128, -1.1197)
C (0.9756, -4.0830, -0.8347)
N (-0.1862, -3.5571, -0.7541)
N (-1.3688, -4.2216, -0.9172)
C (-2.4999, -3.5061, -0.7915)
N (-3.6562, -4.1105, -0.9412)
S (-2.5401, -1.7973, -0.4376)
C (2.0819, -3.0982, -0.6088)
C (3.3986, -3.4862, -0.6628)
C (4.4093, -2.5481, -0.4504)
C (4.0602, -1.2422, -0.1884)
C (2.7148, -0.9040, -0.1440)
N (1.7444, -1.7988, -0.3473)
H (0.4021, -6.1314, -1.2613)
H (1.8574, -5.9403, -0.2943)
H (1.8894, -5.5888, -2.0255)
H (-1.3818, -5.2123, -1.1224)
H (-3.7409, -5.0962, -1.1505)
H (-4.5181, -3.5907, -0.8497)
H (3.6546, -4.5157, -0.8696)
H (5.4482, -2.8496, -0.4923)
H (4.8086, -0.4799, -0.0176)
H (2.4026, 0.1073, 0.0594)
C (-3.6484, 0.9603, 1.7423)
Si (-3.0055, 2.0027, 0.3670)
C (-3.5946, 1.6137, -1.3339)
C (-2.7620, 3.7806, 0.7488)
Sb (-0.4074, 1.1704, 0.2350)
Si (0.7344, 2.3315, -1.8777)
C (2.5592, 2.0915, -1.7337)
C (0.1956, 4.0673, -1.5852)
C (0.0039, 1.4605, -3.3248)
Si (0.6533, 1.3619, 2.6751)
C (-0.1172, -0.0213, 3.6131)
C (0.1092, 3.0683, 3.1010)
C (2.4841, 1.1919, 2.5085)
H (-4.7017, 1.1849, 1.9440)
H (-3.0994, 1.1557, 2.6637)
H (-3.5850, -0.1001, 1.5070)
H (-4.6422, 1.9084, -1.4620)
H (-3.5317, 0.5487, -1.5477)
H (-3.0165, 2.1627, -2.0774)
H (-3.7322, 4.2824, 0.8379)
H (-2.2126, 4.2891, -0.0416)
H (-2.2436, 3.9204, 1.6958)
H (2.9404, 2.3550, -0.7448)
H (3.0621, 2.7473, -2.4531)
H (2.8512, 1.0697, -1.9814)
H (0.4056, 4.4102, -0.5694)
H (-0.8626, 4.2151, -1.8022)
H (0.7604, 4.7175, -2.2635)
H (0.2744, 0.4021, -3.3189)
H (0.4024, 1.8940, -4.2487)
H (-1.0821, 1.5454, -3.3679)
H (-1.2048, 0.0441, 3.6495)
H (0.2457, -0.0063, 4.6468)
H (0.1632, -0.9859, 3.1839)
H (-0.9569, 3.1200, 3.3232)
H (0.3498, 3.7956, 2.3221)
H (0.6451, 3.3811, 4.0047)
H (2.7771, 0.1566, 2.3271)
H (2.9566, 1.4940, 3.4497)
H (2.8958, 1.8343, 1.7271)

Forces on atoms 1 to 2 (eV/Å):
Au 0.0750 -0.1030 -0.0231
C -0.0158 0.0293 0.0061

***

No. 2
Molecular formula: C4H11NS
Method: DFT, ωB97M-V/def2-TZVPD

Properties
Molar mass ... 105.206 g/mol
LUMO ... 0.0363 Ha
SMILES ... CCSCNC
Total charge ... 0
Relative energy (zero: lowest compared OMol25 entry of this formula, charge and spin) ... 1.0217 eV
Electronic energy ... -611.90458 Ha
HOMO ... -8.541 eV
Largest force on an atom ... 1.78 eV/Å

Element x y z (Å)
C (-1.6158, -1.5452, 0.6869)
C (-2.0721, -0.3365, -0.1320)
S (-1.1055, 0.0518, -1.5856)
H (-1.3137, -1.3169, 1.6944)
H (-0.9336, -2.2015, 0.1687)
H (-2.5007, -2.1466, 0.9267)
H (-2.1105, 0.5336, 0.5258)
H (-3.1230, -0.4439, -0.3889)
C (2.3358, 1.4700, 0.0273)
C (0.5389, 0.1091, -0.9014)
N (0.9357, 1.1085, 0.0652)
H (2.7507, 1.3691, 1.0264)
H (2.5459, 2.4946, -0.2775)
H (2.9850, 0.7505, -0.4887)
H (1.1803, 0.1474, -1.7761)
H (0.8635, -0.8961, -0.5628)
H (0.6390, 0.8522, 0.9915)

Forces on atoms 1 to 2 (eV/Å):
C -1.4191 -0.5775 0.1318
C -0.1681 0.3137 1.1410

***

Question: Among the records above, which one has the lowest largest force on an atom?
Answer: C17H37AuN4SSbSi3